A 2-piece molecular cluster, C6H14N2O2 overall, computed with the ωB97M-V functional and the def2-TZVPD basis.

Structure (ORCA input):
```
! wB97M-V def2-TZVPD RIJCOSX def2/J DEFGRID3
* xyz 0 1
O -0.24 3.98 -0.03
O 0.46 -1.09 0.53
N 0.28 -2.59 -1.13
N 0.34 1.88 0.55
C -2.01 2.37 0.26
C 1.38 -1.99 -1.84
C -1.18 -2.78 0.83
C 1.74 2.26 0.73
C -0.08 -2.08 0.08
C -0.57 2.84 0.25
H -2.11 1.43 -0.29
H -0.02 -3.52 -1.40
H -1.54 -3.73 0.46
H 2.24 1.49 1.31
H -0.81 -2.90 1.85
H 1.74 -2.63 -2.64
H -2.61 3.08 -0.27
H 1.11 -1.02 -2.27
H 1.79 3.20 1.27
H 2.20 2.41 -0.25
H -2.01 -2.08 0.93
H -2.33 2.23 1.29
H 2.22 -1.78 -1.20
H 0.01 1.02 0.97
*
```

Results
- Structure (SMILES): CNC(C)=O.CNC(C)=O
- LUMO energy: 0.61 eV
- Molar mass: 146.2 g mol⁻¹
- Gap between HOMO and LUMO: 0.3563 Ha
- E: -13525.1936 eV
- Energy above the lowest of the compared OMol25 structures with the same formula, charge and spin: 9.9 kcal/mol
- HOMO energy: -9.089 eV

Partial atomic charges computed with the Löwdin method, in multiples of e:
1 O 0.0367
2 O 0.0289
3 N 0.0115
4 N -0.0038
5 C -0.0062
6 C -0.0799
7 C 0.0038
8 C -0.0721
9 C -0.5459
10 C -0.5656
11 H 0.0754
12 H 0.1318
13 H 0.0718
14 H 0.0801
15 H 0.0846
16 H 0.0838
17 H 0.0735
18 H 0.0887
19 H 0.0803
20 H 0.0828
21 H 0.0850
22 H 0.0814
23 H 0.0791
24 H 0.0941

---

C9H10N2PmSe as an isolated structure in a non-equilibrium geometry, computed with the ωB97M-V functional and the def2-TZVPD basis.

Structure (ORCA input):
```
! wB97M-V def2-TZVPD RIJCOSX def2/J DEFGRID3
* xyz -1 5
Pm 0.00 0.24 0.57
Se -0.01 -0.08 5.79
N -0.35 0.11 2.88
N 1.85 1.08 0.43
C -0.41 -1.21 -1.61
C -0.61 2.02 -0.99
C 1.17 -2.07 -0.17
C -1.82 1.80 -0.47
C -0.12 -2.44 0.33
C -0.22 0.02 4.06
C -1.10 -1.90 -0.57
C 0.99 -1.32 -1.37
C 0.38 2.49 -1.73
H 1.78 -0.87 -1.97
H 0.24 3.23 -2.53
H -2.53 1.06 -0.89
H -0.32 -3.02 1.23
H -2.22 2.37 0.38
H -2.18 -2.01 -0.47
H 2.79 1.29 0.81
H -0.87 -0.66 -2.43
H 1.43 2.20 -1.56
H 2.13 -2.32 0.29
*
```

Results
- LUMO energy (spin up / spin down): 2.67 / 2.66 eV
- ⟨S²⟩: 6.040
- Molar mass: 370.2 g mol⁻¹
- Gap between HOMO and LUMO (spin up / spin down): 0.2209 / 0.2281 Ha
- E: -94374.0849 eV
- HOMO energy (spin up / spin down): -3.336 / -3.550 eV

Partial atomic charges computed with the Löwdin method, in multiples of e:
1 Pm 1.2837
2 Se 0.4259
3 N -0.1426
4 N -0.3947
5 C -0.2611
6 C -0.3483
7 C -0.2266
8 C -0.1162
9 C -0.2410
10 C -1.0082
11 C -0.2672
12 C -0.2386
13 C -0.0123
14 H 0.0907
15 H 0.0598
16 H 0.0697
17 H 0.0919
18 H 0.0757
19 H 0.0837
20 H -0.1433
21 H 0.0900
22 H 0.0351
23 H 0.0937

---

A 2-piece molecular cluster, C8H15N3OPS overall in a non-equilibrium geometry, computed with the ωB97M-V functional and the def2-TZVPD basis.

Structure (ORCA input):
```
! wB97M-V def2-TZVPD RIJCOSX def2/J DEFGRID3
* xyz 1 1
S 1.34 0.44 4.52
P 0.70 0.47 -0.35
O 0.56 1.91 0.35
N 1.61 0.01 1.98
N -2.16 -0.04 -0.70
N 2.11 2.17 2.53
C -2.56 -0.03 -2.14
C 1.32 -1.18 2.53
C 1.19 0.74 -1.96
C 1.14 -1.21 3.87
C -1.40 -0.60 -2.90
C 1.73 0.93 2.83
C -1.06 -0.80 -0.55
C -0.78 -1.55 -1.83
H 0.35 -1.73 -2.00
H -3.37 -0.82 -2.17
H -1.83 -1.18 -3.66
H -0.77 0.14 -3.37
H -3.11 0.74 -2.55
H 1.58 1.65 -2.36
H -1.08 -1.17 0.49
H -1.35 -2.46 -1.91
H 1.27 -1.92 1.88
H -0.07 1.86 1.09
H 1.45 -0.17 -2.55
H 0.80 -2.00 4.50
H 2.62 2.71 3.17
H -2.51 0.72 -0.22
H 2.30 2.34 1.49
*
```

Results
- LUMO energy: -4.36 eV
- Molar mass: 232.3 g mol⁻¹
- Gap between HOMO and LUMO: 0.2642 Ha
- E: -35171.8393 eV
- Energy above the lowest of the compared OMol25 structures with the same formula, charge and spin: 35.9 kcal/mol
- HOMO energy: -11.551 eV

Partial atomic charges computed with the Löwdin method, in multiples of e:
1 S 1.0292
2 P 0.9931
3 O -0.2818
4 N -0.0642
5 N 0.0222
6 N 0.0974
7 C -0.1358
8 C -0.2547
9 C -0.1594
10 C -0.3283
11 C -0.1681
12 C -0.7267
13 C -0.3122
14 C -0.1467
15 H 0.1305
16 H 0.1423
17 H 0.1015
18 H 0.0933
19 H 0.1001
20 H 0.0176
21 H 0.1299
22 H 0.1288
23 H 0.0590
24 H 0.0900
25 H 0.0310
26 H 0.0581
27 H 0.0883
28 H 0.1176
29 H 0.1478

---

C11H16O8PPb as an isolated structure in a non-equilibrium geometry, computed with the ωB97M-V functional and the def2-TZVPD basis.

Structure (ORCA input):
```
! wB97M-V def2-TZVPD RIJCOSX def2/J DEFGRID3
* xyz 1 1
Pb -0.51 2.31 0.08
P 0.57 -0.25 -0.14
O -1.96 5.66 0.85
O -0.82 -0.91 0.50
O 1.69 -1.02 0.93
O -1.96 0.75 3.15
O -0.18 0.15 -1.71
O -0.42 3.57 -2.88
O -3.61 1.48 -1.78
O 2.51 3.26 1.98
C -0.50 -0.85 -2.73
C 1.32 -1.25 3.28
C 1.54 3.05 1.39
C -1.21 -2.31 0.35
C -1.56 4.60 0.68
C 1.71 -0.26 2.22
C -2.77 1.86 -1.12
C 0.30 3.48 -1.95
C -0.01 -3.20 0.21
C 0.71 -0.97 -3.59
C -1.61 1.35 2.25
H 1.42 -0.78 4.25
H 0.60 -2.92 -0.65
H 0.60 -3.19 1.12
H 0.60 -1.76 -4.33
H 1.98 -2.12 3.23
H 0.94 -0.04 -4.09
H 0.99 0.59 2.22
H -0.81 -1.79 -2.25
H -0.37 -4.21 0.05
H -1.91 -2.45 -0.49
H -1.38 -0.46 -3.29
H 1.57 -1.19 -2.95
H 0.29 -1.57 3.17
H -1.77 -2.53 1.27
H 1.31 3.72 -1.56
H 2.71 0.20 2.33
*
```

Results
- LUMO energy (spin up / spin down): -4.43 / -4.43 eV
- Molar mass: 514.4 g mol⁻¹
- Gap between HOMO and LUMO (spin up / spin down): 0.1938 / 0.1938 Ha
- E: -42569.9435 eV
- Energy above the lowest of the compared OMol25 structures with the same formula, charge and spin: 45.8 kcal/mol
- HOMO energy (spin up / spin down): -9.700 / -9.700 eV

Partial atomic charges computed with the Löwdin method, in multiples of e:
1 Pb 0.9496
2 P 0.9471
3 O 0.1338
4 O -0.3716
5 O -0.3823
6 O 0.1211
7 O -0.4683
8 O 0.0016
9 O 0.1538
10 O 0.1378
11 C -0.2936
12 C -0.0677
13 C -0.0560
14 C -0.2510
15 C -0.0476
16 C -0.2891
17 C -0.0333
18 C -0.3168
19 C -0.0872
20 C -0.0775
21 C -0.1248
22 H 0.0860
23 H 0.0752
24 H 0.0780
25 H 0.0884
26 H 0.0903
27 H 0.0883
28 H 0.0338
29 H 0.0964
30 H 0.0958
31 H 0.1156
32 H 0.1329
33 H 0.0737
34 H 0.0764
35 H 0.1317
36 H 0.0365
37 H 0.1230

---

C38H25BrF6N6O7S4Zr as an isolated structure in a non-equilibrium geometry, computed with the ωB97M-V functional and the def2-TZVPD basis.

Structure (ORCA input):
```
! wB97M-V def2-TZVPD RIJCOSX def2/J DEFGRID3
* xyz 0 1
Zr 0.31 0.62 0.67
Br 0.32 2.09 -6.55
S 2.05 2.32 2.03
S -0.68 -2.00 -0.80
S -0.18 -2.19 2.88
S 0.09 0.17 4.24
F -2.49 0.41 4.74
F -1.27 -0.21 6.41
F -1.21 1.84 5.73
F -2.62 -1.28 2.62
F -2.36 -3.35 2.00
F -2.36 -2.83 4.11
O -0.11 -3.22 -0.29
O -1.70 -1.31 -0.03
O -0.27 0.75 2.94
O 1.21 0.71 4.94
O 0.10 -1.35 1.72
O 0.55 2.23 -0.55
O 0.38 -3.49 2.91
N 0.42 -0.84 -1.07
N 0.10 -1.40 4.21
N 2.33 -0.20 1.57
N -1.35 2.67 1.62
N -1.72 1.22 -0.46
N 2.66 0.68 -0.84
C -1.49 -2.51 -2.30
C 2.87 -1.43 1.67
C -3.36 3.33 3.45
C -3.64 2.41 2.41
C 3.86 -0.60 -2.52
C -2.60 2.14 1.51
C 4.38 -0.68 3.34
C 0.47 2.26 -1.86
C 3.84 0.58 3.24
C 3.69 1.48 -0.75
C 4.94 0.29 -2.39
C 4.86 1.32 -1.51
C 2.81 0.80 2.32
C 1.46 2.87 -2.64
C -0.65 1.74 -2.53
C -2.01 -2.43 2.89
C -2.13 3.90 3.52
C -0.71 1.72 -3.92
C -2.01 -1.57 -3.18
C -1.32 0.58 5.35
C -1.82 1.46 -1.71
C -2.87 -3.37 -4.53
C 1.42 2.82 -4.01
C -1.64 -3.87 -2.53
C 2.72 -0.35 -1.73
C -4.89 1.77 2.23
C -2.84 1.30 0.40
C -2.34 -4.29 -3.65
C -1.14 3.53 2.59
C 3.89 -1.72 -3.39
C 1.66 -2.28 -2.67
C 1.58 -1.20 -1.82
C -5.08 0.92 1.17
C -2.70 -2.01 -4.31
C 3.91 -1.71 2.52
C -4.05 0.70 0.23
C 2.81 -2.54 -3.44
C 0.34 2.21 -4.65
H -1.88 4.60 4.30
H 2.82 -3.41 -4.09
H -3.11 -1.29 -5.00
H 5.17 -0.88 4.06
H 4.77 -1.90 -3.99
H 5.68 2.02 -1.38
H -4.20 0.02 -0.61
H -1.22 -4.57 -1.82
H -5.69 1.95 2.94
H 2.22 3.25 -4.60
H 0.83 -2.97 -2.75
H -6.02 0.41 1.04
H -4.13 3.56 4.17
H -0.14 3.93 2.66
H 2.44 -2.19 1.03
H -3.41 -3.70 -5.41
H -1.58 1.32 -4.43
H 4.32 -2.71 2.57
H 5.83 0.13 -3.00
H 3.59 2.29 -0.03
H 4.16 1.40 3.86
H -2.81 1.61 -2.15
H -1.87 -0.52 -2.99
H -2.47 -5.35 -3.83
H 2.28 3.37 -2.13
*
```

Results
- LUMO energy: -0.45 eV
- Molar mass: 1091.0 g mol⁻¹
- Gap between HOMO and LUMO: 0.2646 Ha
- E: -194058.0965 eV
- Energy above the lowest of the compared OMol25 structures with the same formula, charge and spin: 46.7 kcal/mol
- HOMO energy: -7.650 eV

Partial atomic charges computed with the Löwdin method, in multiples of e:
1 Zr 1.8654
2 Br 0.7224
3 S 0.6971
4 S 0.6244
5 S 0.6523
6 S 0.6411
7 F 0.1511
8 F 0.1605
9 F 0.1509
10 F 0.1426
11 F 0.1695
12 F 0.1488
13 O -0.2776
14 O -0.3428
15 O -0.4719
16 O -0.2303
17 O -0.5128
18 O -0.3185
19 O -0.2139
20 N -0.2045
21 N -0.2482
22 N -0.1236
23 N 0.0755
24 N -0.0185
25 N 0.0672
26 C -0.2754
27 C -0.1224
28 C -0.0055
29 C -0.1528
30 C -0.1474
31 C -0.1651
32 C -0.0510
33 C -0.3429
34 C -0.0840
35 C -0.1444
36 C -0.0060
37 C -0.0316
38 C -0.7657
39 C 0.0035
40 C -0.1505
41 C -0.6726
42 C -0.0370
43 C -0.0910
44 C -0.0446
45 C -0.6782
46 C -0.0674
47 C -0.0720
48 C -0.1021
49 C -0.0553
50 C -0.1557
51 C -0.0228
52 C -0.2141
53 C -0.0622
54 C -0.1235
55 C -0.0398
56 C -0.0113
57 C -0.2204
58 C -0.0554
59 C -0.0611
60 C -0.0466
61 C -0.0046
62 C -0.0592
63 C -0.6907
64 H 0.1128
65 H 0.1095
66 H 0.1074
67 H 0.1107
68 H 0.1128
69 H 0.1077
70 H 0.1220
71 H 0.1173
72 H 0.1167
73 H 0.1046
74 H 0.0896
75 H 0.1088
76 H 0.1243
77 H 0.0865
78 H 0.1202
79 H 0.1060
80 H 0.1075
81 H 0.1079
82 H 0.1188
83 H 0.0670
84 H 0.1109
85 H 0.1531
86 H 0.0729
87 H 0.1085
88 H 0.1189